a.
# C8H32ClN16O12

A 9-piece molecular cluster, C8H32ClN16O12 overall (ωB97M-V/def2-TZVPD, the Open Molecules 2025 dataset).

Computed properties:
Total charge ... -1
Spin multiplicity ... 1
E_HOMO ... -6.736 eV
Kohn-Sham gap ... 8.797 eV

Each line ends with the Löwdin charge.
Positions of all 69 atoms, in Å:
1 Cl 6.3442 -26.9528 3.0869  0.5782
2 O 6.6861 -28.0241 3.9509  -0.3837
3 O 7.4578 -26.8119 2.2048  -0.3935
4 O 5.1924 -27.2647 2.3577  -0.3648
5 O 6.2575 -25.6647 3.8611  -0.4329
6 C 11.5240 -30.6996 3.9309  -0.7343
7 O 11.2534 -31.0782 2.7467  -0.0223
8 N 11.1821 -29.5421 4.3333  0.1534
9 N 11.5782 -31.4448 5.0260  0.1383
10 H 10.5887 -29.0271 3.6986  0.1340
11 H 11.5343 -29.0909 5.1654  0.1208
12 H 11.8334 -32.3542 4.6684  0.1029
13 H 11.8314 -31.0824 5.9341  0.1115
14 C 10.9977 -24.0654 5.1974  -0.8709
15 O 12.0148 -23.9182 5.7259  0.0800
16 N 9.9104 -23.8731 5.8087  0.1775
17 N 10.8010 -24.3002 3.8871  0.1575
18 H 9.1353 -24.0947 5.2003  0.1124
19 H 9.7998 -23.7000 6.7975  0.1313
20 H 11.6645 -24.4442 3.3835  0.1049
21 H 9.9159 -24.3927 3.4094  0.1063
22 C 2.2755 -23.3905 0.3245  -0.7920
23 O 1.4760 -22.7419 -0.2956  0.0368
24 N 2.7662 -23.1693 1.4956  0.1569
25 N 2.5405 -24.6565 0.0173  0.1552
26 H 2.8252 -22.2147 1.8201  0.1171
27 H 3.3459 -23.8317 1.9909  0.1151
28 H 2.3657 -25.1059 -0.8701  0.1033
29 H 3.2747 -25.1195 0.5338  0.0966
30 C 6.2853 -26.2718 9.1541  -0.7050
31 O 7.4259 -26.6110 8.8246  0.0173
32 N 5.1981 -25.9828 8.3484  0.1428
33 N 5.9441 -26.2026 10.4281  0.1358
34 H 5.5184 -25.9103 7.3932  0.1056
35 H 4.4972 -25.3735 8.7454  0.0928
36 H 4.9855 -25.9529 10.6252  0.0988
37 H 6.5628 -26.6704 11.0750  0.1161
38 C 4.4353 -26.2515 -3.7043  -0.7629
39 O 3.2712 -26.4869 -3.3561  -0.0020
40 N 4.7429 -25.5220 -4.7143  0.1600
41 N 5.4901 -26.7850 -3.0799  0.1596
42 H 4.0382 -25.0534 -5.2655  0.1247
43 H 5.6981 -25.6087 -5.0309  0.1093
44 H 6.4571 -26.7349 -3.3673  0.1050
45 H 5.2555 -27.2878 -2.2360  0.1157
46 C 7.6114 -34.4002 4.5510  -0.7823
47 O 6.5468 -34.8892 4.9535  -0.0024
48 N 8.4098 -34.9969 3.6792  0.1481
49 N 7.8206 -33.1496 4.5366  0.1715
50 H 8.1563 -35.9630 3.5296  0.1145
51 H 9.3277 -34.5783 3.6305  0.1026
52 H 8.5727 -32.7601 3.9863  0.1135
53 H 7.3613 -32.5172 5.1763  0.1304
54 C 2.7410 -30.4659 6.9627  -0.8151
55 O 1.7938 -31.0157 7.4501  0.0279
56 N 3.1213 -30.4895 5.7563  0.1897
57 N 3.4932 -29.7198 7.7985  0.1427
58 H 3.7668 -29.7607 5.4874  0.1226
59 H 2.7395 -31.2131 5.1640  0.1335
60 H 4.0649 -29.0279 7.3353  0.0875
61 H 3.3273 -29.7271 8.7948  0.1058
62 C 3.3194 -31.1647 -1.1248  -0.8904
63 O 4.3008 -31.0396 -1.7098  0.1031
64 N 2.4349 -32.0337 -1.4567  0.1564
65 N 3.0183 -30.5940 -0.0052  0.1750
66 H 1.5636 -32.0295 -0.9459  0.1025
67 H 2.5110 -32.6372 -2.2630  0.1210
68 H 2.1700 -30.8545 0.4772  0.1072
69 H 3.6356 -29.8892 0.3719  0.1254


b.
# C8H32ClN16O12

A 9-piece molecular cluster, C8H32ClN16O12 overall (ωB97M-V/def2-TZVPD, the Open Molecules 2025 dataset).

Computed properties:
Total charge ... -1
Spin multiplicity ... 1
E_HOMO ... -6.993 eV
Kohn-Sham gap ... 8.809 eV

Each line ends with the Löwdin charge.
Positions of all 69 atoms, in Å:
1 Cl 0.0604 -0.1791 -0.3533  0.5719
2 O 0.4871 1.1176 -0.0505  -0.3549
3 O 1.0375 -0.7854 -1.2446  -0.3548
4 O -0.0458 -0.8499 0.8567  -0.3421
5 O -1.2407 -0.1537 -0.9526  -0.3540
6 C 0.0270 -2.1949 5.0800  -0.7687
7 O 1.0191 -1.6032 5.3863  0.0599
8 N -0.4807 -3.1484 5.7987  0.1550
9 N -0.8220 -1.8726 4.0850  0.1697
10 H 0.1541 -3.8321 6.1857  0.1266
11 H -1.4174 -3.3835 5.5031  0.1000
12 H -0.4845 -1.2130 3.3987  0.0892
13 H -1.5672 -2.5252 3.8874  0.1010
14 C 4.2576 2.5202 0.9393  -0.7841
15 O 5.2133 2.9829 1.5416  0.0112
16 N 3.0471 2.3840 1.4537  0.1711
17 N 4.3233 2.0143 -0.2474  0.1700
18 H 2.7050 2.7183 2.3432  0.1204
19 H 2.3960 1.9166 0.8391  0.0572
20 H 3.5531 1.4774 -0.6198  0.1006
21 H 5.1979 1.8812 -0.7348  0.1228
22 C 0.1555 -4.7170 -0.4867  -0.8404
23 O -0.0117 -5.7565 0.0691  0.0363
24 N -0.7888 -3.9299 -0.8278  0.1808
25 N 1.3018 -4.4036 -1.0651  0.1666
26 H -0.6598 -3.4000 -1.6779  0.0961
27 H -1.6993 -4.0162 -0.3995  0.1233
28 H 1.4857 -3.4264 -1.2424  0.0920
29 H 1.9137 -5.1379 -0.7387  0.1124
30 C -1.4933 4.6055 -1.8097  -0.7860
31 O -1.0272 4.6212 -2.9193  0.0310
32 N -1.8602 5.6730 -1.1754  0.1570
33 N -1.5305 3.5473 -1.0441  0.1819
34 H -1.4710 6.5355 -1.5285  0.1195
35 H -2.0795 5.5484 -0.1974  0.1063
36 H -2.0458 3.5995 -0.1770  0.0813
37 H -1.1431 2.6510 -1.3022  0.0926
38 C -3.9096 1.8453 1.0966  -0.7904
39 O -3.7701 2.3198 -0.0129  0.0357
40 N -4.7434 2.0971 2.0148  0.1678
41 N -3.0817 0.9238 1.5422  0.1695
42 H -5.4240 2.8411 2.0724  0.1262
43 H -4.7761 1.4514 2.7908  0.1155
44 H -2.3476 0.7275 0.8769  0.0757
45 H -2.9322 0.8996 2.5408  0.1095
46 C -3.4029 -2.5466 -3.4855  -0.7899
47 O -2.4725 -3.3197 -3.4265  0.0199
48 N -4.5131 -2.9208 -4.0536  0.1604
49 N -3.2942 -1.3302 -2.9940  0.1856
50 H -5.2260 -2.2088 -4.1232  0.1061
51 H -4.5562 -3.8814 -4.3628  0.1214
52 H -2.4196 -1.1225 -2.5335  0.0800
53 H -4.1614 -0.8573 -2.7832  0.1090
54 C 3.7976 -1.7361 2.7069  -0.7497
55 O 4.4263 -2.3732 3.5459  0.0145
56 N 2.5771 -1.3493 2.9237  0.1729
57 N 4.1807 -1.4264 1.4530  0.1586
58 H 1.9227 -0.9846 2.2462  0.0831
59 H 2.2146 -1.7441 3.7797  0.0724
60 H 3.5963 -0.6182 1.2938  0.0722
61 H 5.1711 -1.3495 1.2706  0.1065
62 C 2.2680 2.5260 -4.2619  -0.7707
63 O 2.8137 3.4221 -4.8428  0.0327
64 N 1.2942 2.7912 -3.4130  0.1696
65 N 2.7046 1.2741 -4.1332  0.1521
66 H 1.0658 2.1089 -2.7042  0.0836
67 H 0.8466 3.6946 -3.3523  0.0812
68 H 2.0953 0.5875 -3.7121  0.0931
69 H 3.5890 0.9933 -4.5322  0.1070


Stability summary - winner: b; margin: 308.0 kJ/mol.


a.
# C4H14N

A 2-piece molecular cluster, C4H14N overall (ωB97M-V/def2-TZVPD, the Open Molecules 2025 dataset).

Computed properties:
Total charge ... +1
Spin multiplicity ... 1
E_HOMO ... -14.737 eV
Kohn-Sham gap ... 10.881 eV

Each line ends with the Löwdin charge.
Positions of all 19 atoms, in Å:
1 C 2.7882 -0.3114 -1.4779  -0.1512
2 C 1.4112 -0.0862 -2.1649  -0.1515
3 H 2.7367 -0.9463 -0.5952  0.0544
4 H 3.4907 -0.7607 -2.1694  0.0615
5 H 3.2308 0.6352 -1.1811  0.0594
6 H 0.6192 -0.5028 -1.5424  0.0223
7 H 1.4275 -0.5325 -3.1508  0.0630
8 H 1.2529 0.9815 -2.2838  0.0586
9 C -0.9850 -0.3382 1.2699  -0.1783
10 C -0.5605 1.0706 1.6727  -0.0542
11 N -2.4062 -0.3217 0.7401  0.1992
12 H -0.3565 -0.7182 0.4737  0.1019
13 H -0.9010 -1.0625 2.0715  0.1293
14 H -1.3817 1.6493 2.1125  0.0884
15 H -0.1288 1.6091 0.8216  0.0897
16 H -2.8725 -1.2255 0.8397  0.1770
17 H -2.9337 0.4079 1.2193  0.1638
18 H -2.3548 -0.0902 -0.2528  0.1743
19 H 0.2372 1.0191 2.4059  0.0924


b.
# C4H14N

A 2-piece molecular cluster, C4H14N overall (ωB97M-V/def2-TZVPD, the Open Molecules 2025 dataset).

Computed properties:
Total charge ... +1
Spin multiplicity ... 1
E_HOMO ... -14.401 eV
Kohn-Sham gap ... 10.617 eV

Each line ends with the Löwdin charge.
Positions of all 19 atoms, in Å:
1 C 0.5511 -0.1311 1.2948  -0.1274
2 C 1.9598 -0.7004 1.3352  -0.0683
3 N 0.6630 1.3971 1.7936  0.2022
4 H 0.1817 -0.1277 0.2527  0.0732
5 H -0.2110 -0.6715 1.9786  0.1591
6 H 2.5394 -0.3400 2.1785  0.0833
7 H 2.3812 -0.4862 0.4231  0.0573
8 H 0.8640 1.9894 1.0267  0.1385
9 H -0.0571 1.7893 2.3157  0.1243
10 H 1.5853 1.3871 2.4005  0.2051
11 H 1.9334 -1.7954 1.4555  0.1108
12 C -0.8902 -0.5310 -2.2415  -0.1834
13 C -2.2332 -0.0989 -1.8897  -0.1944
14 H -0.2391 0.0779 -2.9416  0.0999
15 H -0.1103 -0.3956 -1.4189  0.0300
16 H -0.9577 -1.6372 -2.3930  0.0934
17 H -2.4475 0.8564 -2.2192  0.0390
18 H -2.9259 -0.5537 -2.5327  0.0601
19 H -2.5870 -0.0285 -0.8182  0.0974


c.
# C4H14N

A 2-piece molecular cluster, C4H14N overall (ωB97M-V/def2-TZVPD, the Open Molecules 2025 dataset).

Computed properties:
Total charge ... +1
Spin multiplicity ... 1
E_HOMO ... -14.217 eV
Kohn-Sham gap ... 10.445 eV

Each line ends with the Löwdin charge.
Positions of all 19 atoms, in Å:
1 C -3.1104 -0.8772 1.8208  -0.1590
2 C -2.2436 0.1322 1.0080  -0.1926
3 H -2.5622 -1.0457 2.8092  0.0780
4 H -4.1844 -0.5265 2.0519  0.0906
5 H -3.1080 -1.8972 1.3480  0.0644
6 H -1.9924 0.9957 1.6300  0.0576
7 H -2.5928 0.6114 0.0414  0.0811
8 H -1.3149 -0.2434 0.7192  -0.0107
9 C 1.9789 1.5327 -0.6919  0.0310
10 N 2.3556 0.2196 -1.3951  -0.0374
11 C 1.4646 -0.9188 -1.0478  -0.0123
12 H 2.6731 2.3139 -0.9975  0.1097
13 H 1.8722 1.4013 0.3480  0.0950
14 H 1.0195 1.8550 -1.0601  0.0987
15 H 2.4641 0.1813 -2.4139  0.1805
16 H 3.3287 0.1513 -1.0397  0.1850
17 H 0.4295 -0.6953 -0.8486  0.0829
18 H 1.5381 -1.5850 -1.9727  0.1261
19 H 1.9846 -1.6055 -0.3091  0.1314


Stability summary - winner: a; margin: 93.1 kJ/mol.


a.
# C3H9NO2

A 2-piece molecular cluster, C3H9NO2 overall (ωB97M-V/def2-TZVPD, the Open Molecules 2025 dataset).

Computed properties:
Total charge ... +1
Spin multiplicity ... 2
E_HOMO (alpha / beta) ... -14.947 / -14.889 eV
Kohn-Sham gap (alpha / beta) ... 10.194 / 4.761 eV

Each line ends with the Löwdin spin population.
Positions of all 15 atoms, in Å:
1 C -0.4758 0.7575 1.7696  0.0173
2 C -0.8437 -0.1565 0.5581  0.1087
3 C 0.5114 -0.8032 0.0364  0.1009
4 N 0.4119 -2.2188 -0.1762  0.1421
5 O 1.4601 -0.1381 -0.2092  0.5999
6 H 0.4549 1.3002 1.5609  0.0022
7 H -1.3485 1.4098 2.0951  0.0078
8 H -0.3857 0.0887 2.5914  0.0022
9 H -1.2154 0.5044 -0.3159  0.0006
10 H -1.7641 -0.7559 0.6761  0.0069
11 H -0.5420 -2.4158 -0.3897  0.0028
12 H 1.2769 -2.6264 -0.5779  0.0023
13 H 1.0229 1.2437 -1.9430  -0.0015
14 H 0.3058 1.9101 -3.0708  0.0000
15 O 1.1312 1.9003 -2.6047  0.0077


b.
# C3H9NO2

A 2-piece molecular cluster, C3H9NO2 overall (ωB97M-V/def2-TZVPD, the Open Molecules 2025 dataset).

Computed properties:
Total charge ... +1
Spin multiplicity ... 2
E_HOMO (alpha / beta) ... -13.989 / -13.984 eV
Kohn-Sham gap (alpha / beta) ... 10.121 / 5.111 eV

Each line ends with the Löwdin spin population.
Positions of all 15 atoms, in Å:
1 C 0.8794 -1.4284 0.1117  0.0034
2 C 0.0087 -1.9081 1.2303  0.0000
3 O -0.4394 -0.8167 1.9300  0.0027
4 O -0.1483 -3.0217 1.6136  0.0014
5 H 0.2473 -0.7780 -0.5089  0.0020
6 H 1.2429 -2.1567 -0.6064  0.0003
7 H 1.6638 -0.7692 0.4829  0.0006
8 C 0.0537 1.9064 -1.2837  0.1358
9 N -1.0984 1.4361 -0.6509  0.7256
10 H -1.7916 0.7916 -1.0465  0.0115
11 H -0.6077 -1.0578 2.8589  0.0000
12 H -1.2317 1.6705 0.3338  0.0121
13 H 0.3874 2.7793 -0.7248  0.0039
14 H -0.0120 2.2034 -2.3405  0.0338
15 H 0.8460 1.1493 -1.3997  0.0672


Stability summary - winner: b; margin: 111.9 kJ/mol.


a.
# C4H10NOS

C4H10NOS as an isolated structure (ωB97M-V/def2-TZVPD, the Open Molecules 2025 dataset).

Computed properties:
Total charge ... -1
Spin multiplicity ... 1
E_HOMO ... -3.261 eV
Kohn-Sham gap ... 7.179 eV

Each line ends with the Löwdin charge.
Positions of all 17 atoms, in Å:
1 C 0.2542 -1.9500 -0.7734  -0.4055
2 C 1.4127 -0.9902 -0.7716  -0.6643
3 S 1.3352 0.4235 0.3540  0.5784
4 N -1.0210 -1.4332 -1.2270  -0.0053
5 H 0.1282 -2.3301 0.2179  0.0829
6 H 0.5409 -2.8053 -1.4096  0.0920
7 H 1.5987 -0.6873 -1.8095  0.0450
8 H 2.2940 -1.5732 -0.4628  0.0366
9 H -0.9059 -1.0401 -2.1420  0.0446
10 H -1.3003 -0.6445 -0.6523  0.0040
11 O -1.6579 1.0317 0.0262  -0.1749
12 C -0.6245 1.6173 0.3962  -0.6706
13 C -0.4784 1.9433 1.8789  -0.1759
14 H -0.1968 2.3650 -0.2814  0.0606
15 H 0.4013 2.5612 2.0588  0.0494
16 H -0.3936 1.0288 2.4418  0.0402
17 H -1.3867 2.4832 2.1557  0.0629


b.
# C4H10NOS

An isolated ion of composition C4H10NOS and charge -1 (ωB97M-V/def2-TZVPD, the Open Molecules 2025 dataset).

Computed properties:
SMILES ... C[C@H](CS)NC[O-]
Total charge ... -1
Spin multiplicity ... 1
E_HOMO ... -3.091 eV
Kohn-Sham gap ... 6.585 eV

Each line ends with the Löwdin charge.
Positions of all 17 atoms, in Å:
1 C 0.0238 -1.2366 1.6898  -0.0876
2 C -0.1092 -0.2876 0.4264  -0.4975
3 C -1.2180 -0.6260 -0.5766  -0.5528
4 S -2.7998 0.3666 -0.4199  0.5392
5 N 1.1822 -0.2521 -0.3698  -0.0834
6 C 1.2675 1.3907 -1.0826  -0.4702
7 O 0.2658 1.5945 -1.9133  -0.3139
8 H -0.9917 -1.2031 2.0412  0.0430
9 H 0.3018 -2.3181 1.4876  0.0790
10 H 0.6578 -1.0303 2.4942  0.0243
11 H -0.2864 0.7665 0.7753  0.0985
12 H -0.7183 -0.2950 -1.5531  0.0635
13 H -1.5178 -1.7256 -0.5816  0.0747
14 H -1.9982 1.5569 -0.1495  -0.0824
15 H 2.2378 -0.2371 -0.4501  0.0568
16 H 1.4231 2.1262 -0.2600  0.0591
17 H 2.2797 1.4099 -1.5579  0.0498


c.
# C4H10NOS

An isolated ion of composition C4H10NOS and charge -1 (ωB97M-V/def2-TZVPD, the Open Molecules 2025 dataset).

Computed properties:
SMILES ... C[C@H](CS)NC[O-]
Total charge ... -1
Spin multiplicity ... 1
E_HOMO ... -2.820 eV
Kohn-Sham gap ... 6.009 eV

Each line ends with the Löwdin charge.
Positions of all 17 atoms, in Å:
1 C -0.2779 -0.2265 -1.8345  -0.1058
2 C 0.3448 0.1964 -0.4961  -0.4921
3 C 0.3390 -1.0079 0.4785  -0.5435
4 S 1.2991 -2.4191 -0.1984  0.6446
5 N -0.3882 1.3389 0.0535  -0.0486
6 C -0.6346 1.3002 1.5638  -0.5825
7 O -1.5260 0.4095 1.9278  -0.3090
8 H 0.4801 -0.4015 -2.5990  0.0557
9 H -0.8986 -1.1198 -1.7626  0.0642
10 H -0.9202 0.5664 -2.2224  0.0609
11 H 1.3953 0.4744 -0.5996  0.1086
12 H 0.8117 -0.7342 1.4092  0.0462
13 H -0.7017 -1.2792 0.6818  0.0688
14 H 2.4902 -1.9014 0.0994  -0.1746
15 H -1.3301 1.2520 -0.2829  0.0604
16 H 0.4117 1.1788 1.9885  0.0760
17 H -0.8946 2.3728 1.7929  0.0707


Stability summary - winner: a; margin: 77.1 kJ/mol.